1.
C5H6CaLiO4 as an isolated structure. Source: the Open Molecules 2025 dataset; level of theory: wB97M-V/def2-TZVPD.

The highest occupied orbital energy (spin up / spin down) is -0.442 / -0.491 Eh. Its net charge is +2. Its multiplicity is 2. For the molar mass, the calculation gives 177.12 g mol⁻¹. Its energy above the lowest of the compared OMol25 structures with the same formula, charge and spin is 0.0 kJ/mol. Its expectation value of S² is 0.76. The calculation puts the gap between HOMO and LUMO (spin up / spin down) at 2.30 / 3.51 eV. Its maximum force is 0.129 Eh/bohr.

Last column: natural (NBO) charge in e.
Positions of all 17 atoms, in Å:
O: -3.267311 0.564573 -1.001176  -1.0304
C: -2.679250 0.051490 -0.036897  0.9294
O: -3.074785 -0.781064 0.749503  -0.7021
O: -1.308351 0.538610 0.089370  -0.5033
C: -0.573635 0.113743 1.029427  0.1888
C: 0.753909 0.655531 1.218531  -0.6947
Li: -4.891676 -0.790487 -0.195079  0.9744
H: -0.962255 -0.712374 1.641167  0.1985
H: 0.571887 1.235739 2.165532  0.2543
H: 1.432666 -0.151614 1.527249  0.2725
H: 1.059398 1.346770 0.429217  0.2316
Ca: -3.184652 1.990371 -2.662626  1.8791
C: 2.702714 -0.865905 -1.157442  -0.8353
C: 3.936853 -0.721338 -0.717709  0.7395
O: 5.011041 -0.589834 -0.295040  -0.4104
H: 2.238581 -0.036354 -1.690398  0.2416
H: 2.234861 -1.847856 -1.093629  0.2666

Forces on the atoms, in the same order (eV/Å):
O -2.3 2.2 -3.8
C 5.6 -0.2 3.1
O -1.4 -0.4 -0.1
O -5.3 1.0 -3.9
C 1.4 -3.0 2.9
C -0.4 0.7 1.8
Li 0.5 -0.3 0.6
H 0.2 0.5 -0.2
H 0.8 0.1 -0.5
H 0.2 0.5 -0.6
H 0.3 -0.4 0.2
Ca 0.3 -0.6 0.8
C -0.1 0.0 -0.2
C 0.8 0.1 0.4
O -1.1 -0.1 -0.5
H 0.2 -0.3 0.2
H 0.2 0.4 0.0

=====

2.
A 2-piece molecular cluster, C5H6Cl2N4 overall. Source: the Open Molecules 2025 dataset; level of theory: wB97M-V/def2-TZVPD.

The highest occupied orbital energy (spin up / spin down) is -0.300 / -0.313 Eh. Its net charge is 0. Its multiplicity is 1. For the molar mass, the calculation gives 193.04 g mol⁻¹. Its energy above the lowest of the compared OMol25 structures with the same formula, charge and spin is 205.3 kJ/mol. The calculation puts the gap between HOMO and LUMO (spin up / spin down) at 6.94 / 7.67 eV. Its maximum force is 0.062 Eh/bohr.

Last column: natural (NBO) charge in e.
Positions of all 17 atoms, in Å:
C: 0.929345 1.583176 0.157114  0.1923
C: -0.823396 -0.083846 -1.389727  0.2576
C: 0.218154 1.341702 1.344016  -0.0496
C: 0.041145 -1.134957 0.621786  -0.3269
C: 0.115903 -1.033829 -0.841235  0.1043
N: 1.607874 1.782528 -0.765455  -0.2875
N: -1.787334 0.510679 -1.540884  -0.2948
N: -1.135367 1.604093 1.426051  -0.7338
N: 1.358819 -1.080678 -1.384806  -0.7711
Cl: -1.498856 -1.166950 1.297454  0.0875
Cl: -0.931303 -2.651649 -1.623875  -0.3168
H: 0.875212 1.375788 2.248174  0.2550
H: 0.940442 -1.701990 1.027826  0.2368
H: -1.717666 1.934369 0.677068  0.4275
H: -1.687071 1.600004 2.289962  0.4141
H: 1.516655 -0.961731 -2.366831  0.4066
H: 1.977445 -1.916710 -1.176639  0.3987

Forces on the atoms, in the same order (eV/Å):
C 0.9 0.7 -1.2
C -0.2 -0.1 0.3
C -1.3 -0.4 0.5
C 1.9 0.5 0.2
C -0.4 -1.2 -0.5
N -0.7 0.0 0.8
N -0.4 0.9 -0.4
N 0.8 0.3 1.1
N 2.8 -1.6 0.3
Cl -0.1 -0.9 0.4
Cl 0.1 -0.2 0.2
H -1.1 -0.4 -0.7
H -1.7 0.7 0.0
H 0.5 -0.2 -0.8
H 1.2 -0.2 -0.3
H -0.8 0.6 -0.4
H -1.5 1.4 0.5

=====

3.
C5H6Cl2SSi as an isolated structure. Source: the Open Molecules 2025 dataset; level of theory: wB97M-V/def2-TZVPD.

The highest occupied orbital energy (spin up / spin down) is -0.244 / -0.317 Eh. Its net charge is 0. Its multiplicity is 3. For the molar mass, the calculation gives 197.16 g mol⁻¹. Its expectation value of S² is 2.04. The calculation puts the gap between HOMO and LUMO (spin up / spin down) at 6.97 / 6.89 eV. Its maximum force is 0.091 Eh/bohr.

Last column: natural (NBO) charge in e.
Positions of all 15 atoms, in Å:
C: -0.292076 0.091007 -0.115373  -0.2650
C: -1.547674 0.878919 -0.465784  -0.6329
C: 0.790203 0.802979 0.307207  -0.1720
C: 0.621506 2.198745 0.683300  0.0147
C: 2.091144 0.129428 0.518932  -0.6394
Si: -3.804981 -0.117942 -0.626000  1.1908
S: -1.097916 2.457724 0.347104  0.2180
Cl: -5.168458 1.183235 0.237044  -0.3431
Cl: -3.589524 -1.864197 0.314409  -0.3196
H: 0.000927 -0.911112 -0.329563  0.2103
H: -1.506200 1.120492 -1.579867  0.2182
H: 2.449784 -0.482388 -0.305562  0.2185
H: 2.885477 0.797861 0.829620  0.2243
H: 1.832289 -0.655016 1.266127  0.2242
H: -3.834354 -0.040265 -2.113772  -0.1471

Forces on the atoms, in the same order (eV/Å):
C -0.4 1.0 -0.4
C 0.4 -0.7 -1.0
C 1.2 1.9 1.0
C -2.8 -3.3 -1.9
C 0.0 -1.6 0.7
Si 3.1 3.0 0.5
S -0.9 1.9 0.5
Cl 0.4 -0.8 -0.4
Cl -0.3 -0.6 0.0
H -0.8 -0.9 -0.5
H -0.2 -0.4 1.1
H -0.1 0.3 -0.5
H 0.0 -0.1 0.3
H 0.9 0.6 0.1
H -0.4 -0.5 0.5

=====

4.
C5H6Cl6FGaO3PS as an isolated structure. Source: the Open Molecules 2025 dataset; level of theory: wB97M-V/def2-TZVPD.

The highest occupied orbital energy is -0.175 Eh. Its net charge is -1. Its multiplicity is 1. For the molar mass, the calculation gives 478.58 g mol⁻¹. The calculation puts the gap between HOMO and LUMO at 7.01 eV. Its maximum force is 0.010 Eh/bohr.

Last column: natural (NBO) charge in e.
Positions of all 24 atoms, in Å:
O: 2.550711 1.724070 -0.486225  -0.5465
C: 2.212282 1.936041 -1.597680  0.8824
F: 2.774511 3.019797 -2.243634  -0.3806
C: 1.236395 1.228635 -2.460938  -1.0513
Ga: -0.163147 0.127593 -1.506712  1.0716
S: -1.157076 -1.002674 -3.254298  -0.6404
C: -1.617371 1.289629 -0.639081  -0.9927
C: -1.034892 2.523951 -0.124534  0.5833
O: -0.675102 3.494335 -0.714166  -0.5591
Cl: -0.744193 2.471385 1.673316  -0.1639
P: 0.525671 -1.640916 -0.059732  0.5464
O: 1.972519 -2.060684 -0.762228  -0.9892
Cl: 1.227207 -0.646092 1.655817  -0.3789
H: 0.755715 1.961841 -3.113013  0.2572
H: 1.814621 0.577058 -3.129048  0.2517
H: -2.298273 -1.356783 -2.651912  0.1332
H: -2.288272 1.533121 -1.465858  0.2542
H: -2.124595 0.708368 0.126798  0.2441
H: 2.478887 -1.287861 -1.037883  0.4812
C: -1.084744 -2.919378 4.347875  -0.2253
Cl: -0.113833 -2.398976 5.736490  0.0378
Cl: -0.054855 -3.705175 3.166409  0.0863
Cl: -2.324870 -4.059842 4.915454  0.0244
Cl: -1.867294 -1.517445 3.624784  0.0741

Forces on the atoms, in the same order (eV/Å):
O 0.2 -0.2 0.2
C -0.3 0.3 -0.3
F 0.0 -0.1 0.0
C 0.1 0.0 -0.1
Ga 0.0 0.0 0.1
S 0.0 0.0 -0.2
C -0.2 0.2 0.0
C 0.2 -0.1 -0.2
O -0.1 0.0 0.0
Cl 0.0 0.0 0.2
P 0.1 -0.1 -0.2
O 0.0 0.0 0.0
Cl 0.0 0.1 0.1
H 0.0 -0.1 0.0
H 0.0 0.0 0.1
H 0.0 0.0 0.1
H 0.1 0.0 0.0
H 0.0 0.1 0.0
H 0.0 0.0 0.0
C 0.0 0.1 0.0
Cl 0.0 0.0 0.0
Cl 0.0 -0.1 0.0
Cl 0.0 0.0 0.0
Cl 0.0 0.0 0.0

=====

5.
A 2-piece molecular cluster, C5H6ClFO3 overall. Source: the Open Molecules 2025 dataset; level of theory: wB97M-V/def2-TZVPD.

The highest occupied orbital energy (spin up / spin down) is -0.258 / -0.351 Eh. Its net charge is 0. Its multiplicity is 3. For the molar mass, the calculation gives 168.55 g mol⁻¹. Its expectation value of S² is 2.01. The calculation puts the gap between HOMO and LUMO (spin up / spin down) at 7.75 / 7.83 eV. Its maximum force is 0.072 Eh/bohr.

Last column: natural (NBO) charge in e.
Positions of all 16 atoms, in Å:
C: -0.372587 0.388930 0.034381  -0.6060
C: -1.252202 -0.609397 -0.257771  0.5550
C: 0.977963 -0.010311 0.251311  0.7741
C: 3.270048 0.621068 0.408519  -0.2696
C: -3.569817 0.002809 -0.466097  0.1447
O: 1.278408 -1.191449 0.166367  -0.6600
O: -0.964311 -1.887612 -0.430707  -0.6805
O: 1.912280 0.992192 0.322019  -0.4887
F: -3.456725 1.102802 -1.116657  -0.3089
Cl: -4.151540 0.180682 1.097805  0.0211
H: -0.604127 1.401696 -0.146932  0.2471
H: 3.446353 0.579954 1.429569  0.1816
H: 3.717431 1.487474 -0.053814  0.2049
H: 3.541520 -0.349408 0.212729  0.2105
H: -3.831345 -0.808553 -1.091867  0.1610
H: 0.058655 -1.900880 -0.358857  0.5137

Forces on the atoms, in the same order (eV/Å):
C -1.0 -0.4 -0.1
C 3.3 -1.6 -0.5
C 0.9 0.9 -1.0
C -0.7 2.3 0.6
C -2.1 -0.7 0.9
O 1.4 -0.7 0.5
O -1.1 1.7 0.3
O -2.7 -1.5 -0.3
F 0.7 2.4 -1.3
Cl -0.2 -0.2 0.5
H -0.4 0.9 0.2
H 0.9 0.8 2.3
H 1.0 -0.5 -0.2
H 0.3 -2.2 -2.1
H -0.3 -1.1 -0.1
H 0.0 -0.1 0.3

=====

6.
One molecule with the formula C5H6ClI. Source: the Open Molecules 2025 dataset; level of theory: wB97M-V/def2-TZVPD.

The highest occupied orbital energy (spin up / spin down) is -0.291 / -0.308 Eh. Its net charge is 0. Its multiplicity is 1. For the molar mass, the calculation gives 228.46 g mol⁻¹. Its energy above the lowest of the compared OMol25 structures with the same formula, charge and spin is 28.1 kJ/mol. The calculation puts the gap between HOMO and LUMO (spin up / spin down) at 7.11 / 7.91 eV. Its maximum force is 0.078 Eh/bohr.

Last column: natural (NBO) charge in e.
Positions of all 13 atoms, in Å:
C: 1.231807 -1.710796 1.507096  -0.3415
C: 0.911920 -0.974539 0.422096  -0.2787
C: -0.752295 0.531051 -1.005675  -0.5660
C: -0.149339 -0.133660 0.260282  -0.1058
C: -0.955647 2.021966 -1.192367  -0.1861
Cl: 0.593243 2.744148 -1.535758  0.0156
I: -2.279073 2.984668 0.038426  0.2258
H: 1.903605 -2.540727 1.375561  0.1870
H: 0.587684 -2.012827 2.349423  0.1878
H: 1.715561 -1.014546 -0.438385  0.2040
H: -0.348984 0.039445 -1.917211  0.2374
H: -1.705990 0.050278 -1.021856  0.2352
H: -0.752492 0.015541 1.158368  0.1853

Forces on the atoms, in the same order (eV/Å):
C -0.5 -2.5 1.5
C 2.2 1.0 -3.2
C 0.2 -1.8 -0.2
C -1.1 1.6 0.1
C 1.8 -1.2 0.5
Cl -0.5 0.5 0.0
I -0.1 0.2 0.0
H 0.9 0.3 -0.1
H -0.1 1.2 -0.3
H -1.8 -0.1 1.4
H 0.5 0.8 0.4
H -1.3 0.0 0.1
H -0.1 0.0 -0.2

=====

Question: What is the maximum force in the second record?
Answer: 0.062 Eh/bohr

=====

Question: Which value of net charge does entry 2 give?
Answer: 0

=====

Question: The highest net charge belongs to which entry?
Answer: C5H6CaLiO4